# C20H24N2O6S

C20H24N2O6S in the gas phase (wB97M-V/def2-TZVPD, the Open Molecules 2025 dataset).

Each line ends with the Löwdin charge.
Atoms and positions in Å:
C1 -4.18137 -0.43492 -2.28574  -0.0706
H1 -3.13630 -0.73276 -2.25531  0.0634
H2 -4.48597 -0.36216 -3.32737  0.0787
H3 -4.77952 -1.21028 -1.81023  0.0807
C2 -4.39221 0.90193 -1.57771  -0.4196
C3 -5.86439 1.30281 -1.62525  -0.0772
H4 -6.01378 2.27437 -1.16146  0.0773
H5 -6.47249 0.57292 -1.09545  0.0815
H6 -6.20996 1.35492 -2.65498  0.0768
C4 -3.91860 0.83371 -0.12189  -0.2257
N1 -2.47141 0.79536 -0.04127  -0.1188
S1 -1.79091 1.13975 1.44505  0.6603
O1 -2.56548 2.17798 2.05584  -0.2804
O2 -1.56692 -0.06928 2.19758  -0.2965
C5 -0.21122 1.75905 0.89522  -0.2844
C6 -0.17754 2.59890 -0.20332  -0.0546
C7 1.03652 2.93321 -0.76518  0.0125
C8 2.22219 2.42791 -0.22206  -0.2702
C9 2.17998 1.67880 0.95241  0.0054
C10 0.95462 1.32913 1.49365  -0.0308
H7 0.89368 0.69392 2.36236  0.1239
H8 3.08431 1.32618 1.42225  0.1250
O3 3.34800 2.65699 -0.96000  -0.0400
C11 4.51740 1.91786 -0.67138  -0.0796
H9 5.00371 2.27115 0.24605  0.1410
H10 5.19179 2.11046 -1.51107  0.1424
C12 4.29573 0.40307 -0.52044  -0.4718
O4 5.03896 -0.26728 0.15612  0.0886
N2 3.20559 -0.06006 -1.19233  0.1386
C13 2.40346 -1.13761 -0.77260  -0.2194
C14 1.03107 -1.03810 -0.96944  0.0636
C15 0.18020 -2.01344 -0.47428  -0.1848
C16 0.70672 -3.11619 0.20572  -0.1984
C17 2.08113 -3.20702 0.38666  0.0222
C18 2.92951 -2.22978 -0.09275  -0.0047
H11 3.99053 -2.29780 0.07382  0.1064
H12 2.46706 -4.06094 0.91884  0.1242
O5 -0.08162 -4.11485 0.70521  -0.0167
C19 -1.41686 -4.06901 0.25506  -0.1393
C20 -1.93587 -2.63463 0.25662  -0.1430
H13 -2.96788 -2.59280 -0.09453  0.1302
O6 -1.17396 -1.85080 -0.65021  -0.0742
H14 -1.86029 -2.20122 1.26217  0.1215
H15 -1.99396 -4.69882 0.93359  0.1355
H16 -1.47799 -4.47443 -0.76530  0.1399
H17 0.59956 -0.18967 -1.47959  0.1300
H18 2.71384 0.61595 -1.76322  0.1436
H19 1.09797 3.54989 -1.64804  0.1231
H20 -1.10575 2.94553 -0.62634  0.1154
H21 -2.07385 -0.06477 -0.39800  0.0682
H22 -4.37747 -0.03044 0.37898  0.1315
H23 -4.21520 1.73480 0.41881  0.1138
H24 -3.79688 1.66709 -2.08551  0.1358

- SMILES = CC(C)CNS(=O)(=O)c1ccc(OCC(=O)Nc2ccc3c(c2)OCCO3)cc1
- relative energy (zero: lowest compared OMol25 entry of this formula, charge and spin) (eV) = 1.528
- spin multiplicity = 1
- Kohn-Sham gap (eV) = 8.78
- strongest force on any atom (eV Å⁻¹) = 0.79
- DFT total energy (Ha) = -1735.6551


# C20H24N2OS

C20H24N2OS in the gas phase (wB97M-V/def2-TZVPD, the Open Molecules 2025 dataset).

Each line ends with the Löwdin charge.
Atoms and positions in Å:
O1 1.44655 3.98318 1.58292  0.0153
S1 -0.52629 2.82060 2.44615  1.0133
C1 1.06963 2.84081 1.71858  -0.7429
C2 1.99960 -0.39428 4.24754  -0.1139
C3 3.23623 2.73902 -1.98345  -0.0512
C4 2.04050 -1.65071 3.76466  -0.0939
C5 3.05769 1.60594 -2.85325  -0.0662
C6 1.99399 0.75683 3.49938  0.0118
C7 2.87782 2.68842 -0.59662  -0.0311
C8 1.93378 -1.75793 2.40457  -0.0198
C9 2.52092 0.53789 -2.15333  -0.0464
C10 1.96039 0.58433 2.06203  -0.1313
C11 2.39462 1.65011 0.04572  -0.1806
C12 1.98592 -0.66472 1.49262  -0.0963
C13 2.24012 0.51185 -0.74610  -0.0732
N1 1.89576 1.81454 1.35521  0.0451
N2 -3.13917 0.39752 0.79084  -0.2924
C14 -3.26752 0.61165 -0.66028  -0.0866
C15 -2.77517 -0.93263 1.35620  -0.0548
C16 2.91967 -1.85310 -0.43495  -0.0503
C17 0.47144 -1.23045 -0.51986  -0.0111
C18 -1.41859 2.04334 1.06482  -0.4377
C19 -2.77789 1.55549 1.62840  -0.2535
C20 1.89918 -0.80888 -0.01772  -0.4251
H1 2.06803 -0.18451 5.26732  0.0903
H2 3.65334 3.63260 -2.54296  0.1133
H3 2.30641 -2.43444 4.44459  0.1090
H4 3.40874 1.62939 -3.92948  0.1222
H5 1.88440 1.77447 3.92175  0.1214
H6 2.90634 3.70736 -0.17749  0.1201
H7 1.86300 -2.82266 2.03262  0.1285
H8 2.44818 -0.37300 -2.66361  0.0781
H9 -3.80961 -0.20361 -1.11470  0.0703
H10 -2.23164 0.56402 -1.04218  0.0585
H11 -3.64697 1.64454 -0.96474  0.1111
H12 -1.69846 -1.10783 1.15055  0.0656
H13 -2.87329 -0.93018 2.38405  0.0470
H14 -3.48861 -1.66936 0.97907  0.0876
H15 3.95206 -1.60319 -0.13820  0.1085
H16 2.59530 -2.86768 -0.06443  0.0913
H17 2.89341 -2.05352 -1.53259  0.0850
H18 0.47413 -1.31144 -1.62716  0.0909
H19 -0.34585 -0.50031 -0.29991  0.0541
H20 0.26315 -2.23693 -0.14703  0.0837
H21 -1.66610 2.71501 0.28180  0.0677
H22 -0.84230 1.23239 0.62069  0.0590
H23 -2.61741 1.17101 2.66373  0.1019
H24 -3.44502 2.40763 1.66523  0.1080

- SMILES = CN(C)CCSC(=O)N1c2ccccc2C(C)(C)c2ccccc21
- relative energy (zero: lowest compared OMol25 entry of this formula, charge and spin) (eV) = 3.775
- spin multiplicity = 1
- Kohn-Sham gap (eV) = 8.47
- strongest force on any atom (eV Å⁻¹) = 7.28
- DFT total energy (Ha) = -1359.3377